(1)
ORCA calculation (the ωB97M-V functional and the def2-TZVPD basis) on a cluster of 11 separate species, C41H109N7O11 in total in a non-equilibrium geometry.

Cartesian coordinates (Å):
C -23.00997 17.00671 -6.02258
C -22.79269 15.77070 -6.92559
C -23.58989 16.03561 -8.19954
C -21.30457 15.81408 -7.33010
C -20.41780 15.41513 -6.18057
C -20.75121 13.98921 -5.78072
C -22.21930 13.81389 -5.38841
C -22.55294 12.31766 -5.32592
C -22.36066 14.33943 -3.93645
N -23.08718 14.48544 -6.33169
O -24.45848 14.33534 -6.01063
H -22.24674 17.14808 -5.25761
H -22.95644 17.91644 -6.62417
H -23.99510 16.98659 -5.55112
H -24.63212 16.19866 -7.92865
H -23.22425 16.90176 -8.74749
H -23.49073 15.19560 -8.89788
H -21.12479 15.17664 -8.20096
H -21.03830 16.84365 -7.58483
H -19.33699 15.51949 -6.30403
H -20.58758 15.99098 -5.26487
H -20.13806 13.67425 -4.93244
H -20.49358 13.29928 -6.59414
H -23.52977 12.22525 -4.87050
H -21.80818 11.75864 -4.75591
H -22.48541 11.91391 -6.33949
H -23.27611 14.17017 -3.36244
H -22.26733 15.42602 -3.90744
H -21.56781 13.85319 -3.36228
H -24.82222 13.92540 -6.80182
C -15.06813 11.41699 0.16325
O -16.11937 11.75340 -0.72345
C -15.64975 12.24202 -1.95075
C -16.82559 12.68759 -2.77779
C -16.43542 13.19772 -4.15920
N -17.48881 13.81761 -2.05299
H -15.50334 11.28930 1.15271
H -14.34898 12.23967 0.20106
H -14.61092 10.46993 -0.13812
H -14.94150 13.06987 -1.81699
H -15.14174 11.43908 -2.51660
H -17.53246 11.85628 -2.88038
H -15.75776 12.51076 -4.66683
H -15.92273 14.16014 -4.09349
H -17.34953 13.34927 -4.73606
H -18.04247 13.40929 -1.30494
H -18.16908 14.18165 -2.71643
C -25.27236 15.96373 -1.90658
O -24.92692 16.83967 -0.86088
C -23.54687 16.74876 -0.54442
C -23.17103 17.78615 0.49145
C -23.78917 19.14336 0.31874
N -21.71066 17.76369 0.66921
H -25.06424 14.94507 -1.55386
H -24.72297 16.11162 -2.85003
H -26.31748 16.11917 -2.16946
H -23.25622 15.74278 -0.21714
H -22.98302 16.95169 -1.47358
H -23.55206 17.38825 1.44298
H -24.86956 19.15520 0.43913
H -23.49884 19.63438 -0.61624
H -23.36804 19.78671 1.10008
H -21.47335 18.60303 1.18762
H -21.16550 17.80578 -0.18833
C -16.51986 18.97071 -11.97339
O -16.05280 18.28292 -10.85145
C -16.08845 16.87527 -10.98854
C -17.37791 16.25018 -10.45561
C -17.52178 16.53170 -8.97943
N -17.31064 14.78177 -10.65602
H -16.51866 20.03580 -11.74448
H -17.58301 18.74374 -12.16546
H -15.95107 18.77343 -12.88666
H -16.02146 16.64130 -12.06235
H -15.23022 16.42619 -10.48381
H -18.22405 16.63086 -11.02939
H -17.88679 17.55428 -8.86324
H -16.57560 16.41990 -8.44694
H -18.25657 15.87867 -8.50616
H -17.15274 14.59119 -11.64129
H -16.48378 14.45352 -10.16382
C -28.82751 15.23189 -5.65480
O -28.71455 16.39099 -6.44942
C -27.69567 17.30837 -6.04760
C -28.12984 18.70729 -6.48949
C -29.34966 19.16273 -5.69936
N -28.44993 18.72718 -7.92450
H -29.32683 15.49579 -4.71509
H -27.88227 14.71099 -5.47419
H -29.47500 14.52836 -6.18168
H -27.38566 17.23648 -5.00402
H -26.84455 17.06578 -6.70702
H -27.32661 19.37579 -6.16480
H -29.61777 20.19678 -5.92828
H -29.25649 18.98391 -4.62776
H -30.25715 18.62177 -6.00230
H -29.39048 18.34634 -7.98664
H -27.87244 17.99471 -8.32173
C -21.14943 20.03756 -2.47284
O -20.07392 20.13524 -3.38858
C -19.58515 18.91250 -3.88599
C -19.27134 17.79333 -2.90657
C -18.11494 16.93822 -3.43902
N -20.45502 17.08738 -2.47472
H -21.91783 19.36259 -2.87188
H -21.58886 21.03355 -2.40727
H -20.85527 19.68501 -1.48431
H -20.25729 18.49715 -4.66505
H -18.69216 19.22451 -4.43101
H -18.83647 18.29210 -2.02656
H -17.89807 16.10882 -2.77102
H -17.22969 17.54469 -3.64591
H -18.28864 16.48514 -4.42753
H -20.29679 16.34127 -1.80931
H -21.09133 16.71824 -3.16549
C -23.49821 9.80038 -2.89834
O -24.53563 10.08946 -3.78684
C -25.37202 11.14998 -3.32001
C -26.61827 11.17291 -4.16820
C -27.48340 12.35205 -3.74442
N -27.37552 9.93537 -3.93903
H -23.82008 9.22142 -2.02470
H -22.89142 10.66252 -2.59637
H -22.79596 9.15645 -3.43800
H -25.59785 10.84186 -2.29352
H -24.85887 12.10691 -3.44080
H -26.30653 11.31024 -5.21256
H -27.86281 12.14000 -2.73960
H -28.35080 12.50160 -4.38647
H -26.95372 13.30179 -3.62672
H -26.73302 9.15046 -3.88487
H -27.93408 9.73483 -4.76295
C -26.99992 15.94266 -9.64974
C -26.15760 16.96225 -10.38604
O -25.86932 18.06585 -9.51321
H -28.04906 16.21889 -9.53722
H -26.64518 15.71976 -8.64323
H -26.98933 15.03401 -10.25945
H -26.74451 17.28100 -11.25424
H -25.20917 16.52737 -10.71043
H -25.28096 18.66570 -9.97901
C -21.71302 18.45175 -10.56791
C -22.40679 17.83052 -11.77047
O -23.08067 18.79747 -12.58528
H -20.81521 19.00376 -10.85076
H -21.32338 17.59039 -10.01011
H -22.35161 19.08203 -9.95160
H -23.10531 17.05230 -11.44343
H -21.69172 17.35339 -12.43762
H -23.84847 19.14051 -12.11917
C -26.33897 20.32915 -2.84958
C -25.07529 19.60925 -3.28962
O -25.01159 19.54466 -4.72227
H -27.18584 19.91550 -3.40617
H -26.33600 21.39695 -3.08861
H -26.54388 20.21623 -1.78485
H -25.12557 18.58282 -2.93253
H -24.18154 20.13483 -2.94653
H -25.20533 20.42979 -5.04742
C -21.67144 20.36458 -6.83404
C -22.70924 21.02513 -7.69258
O -22.05590 21.64924 -8.82389
H -21.30170 19.44557 -7.30593
H -22.03616 20.09222 -5.84453
H -20.78631 20.99962 -6.78342
H -23.20248 21.85599 -7.17957
H -23.48853 20.35553 -8.06577
H -22.47483 21.36158 -9.63809

Computed properties:
* highest occupied orbital energy: -8.41 eV
* E_LUMO: 0.368 eV
* orbital gap: 8.8 eV
* SMILES: CC1(C)CCCC(C)(C)N1O.COC[C@H](C)N.COC[C@H](C)N.COC[C@H](C)N.COC[C@H](C)N.COC[C@H](C)N.COC[C@H](C)N.CCO.CCO.CCO.CCO
* molecular weight: 876.361 g mol⁻¹

---

(2)
ORCA calculation (the ωB97M-V functional and the def2-TZVPD basis) on a cluster of 11 separate species, C41H110N6O17 in total in a non-equilibrium geometry.

Cartesian coordinates (Å):
C -1.92130 0.77433 5.07115
O -1.67472 -0.01685 3.87666
C -1.32818 0.70604 2.79446
C -1.35513 -0.15294 1.48774
N -1.06744 0.66641 0.30325
C -1.78618 0.01769 -0.79772
C -1.87116 0.83405 -2.14562
O -0.77983 0.64160 -3.11340
C 0.51599 0.32605 -2.49273
H -2.70819 1.52687 5.02026
H -0.99181 1.24769 5.38749
H -2.26988 -0.02524 5.72481
H -0.28353 0.98087 2.94026
H -2.00518 1.54923 2.65725
H -2.32514 -0.64998 1.47630
H -0.56751 -0.90554 1.45119
H -1.63488 1.48791 0.45574
H -2.82548 -0.19990 -0.55150
H -1.23657 -0.91305 -0.93829
H -1.83087 1.89424 -1.89566
H -2.87151 0.61188 -2.51719
H 1.25881 0.38664 -3.28812
H 0.58041 -0.62856 -1.97057
H 0.77707 1.12303 -1.79647
C -5.33686 -0.50062 1.66689
O -5.87393 0.40253 2.58713
C -5.12679 1.64834 2.65963
C -5.60494 2.64386 1.55347
N -4.98804 3.91954 1.72873
C -5.18130 4.61754 2.96438
C -4.27514 5.86623 3.02823
O -4.94436 7.01222 3.50918
C -4.23789 8.26913 3.48046
H -6.03577 -1.30534 1.43873
H -4.48846 -1.02273 2.10927
H -5.01856 -0.01351 0.74521
H -4.05122 1.50642 2.55422
H -5.44922 1.97978 3.64668
H -6.69424 2.66718 1.58482
H -5.53938 2.16060 0.57866
H -5.47863 4.46267 1.03272
H -4.88304 4.06370 3.85455
H -6.21538 4.95368 3.04046
H -3.81238 6.00026 2.05048
H -3.49672 5.80272 3.78858
H -3.33962 8.24817 2.86339
H -4.02913 8.61200 4.49385
H -4.79581 9.02593 2.92902
C -0.80742 -1.35529 -9.58171
O 0.35094 -2.00731 -10.07732
C 0.37138 -3.41123 -9.68015
C 0.99837 -3.56887 -8.29926
N 0.06538 -3.44285 -7.18956
C 0.42334 -2.64960 -6.02550
C -0.74048 -2.54694 -5.08818
O -1.95651 -2.35063 -5.75429
C -3.09626 -2.70863 -4.90939
H -0.87328 -0.49808 -10.25177
H -0.60569 -1.08115 -8.54622
H -1.71493 -1.95459 -9.65491
H 1.15691 -3.82921 -10.30969
H -0.47555 -4.08255 -9.82211
H 1.78447 -2.81579 -8.35407
H 1.56859 -4.49692 -8.25838
H -0.81978 -3.11712 -7.55079
H 0.74894 -1.64252 -6.28601
H 1.17495 -3.14798 -5.41330
H -0.54801 -1.62786 -4.53470
H -0.64504 -3.24711 -4.25828
H -2.95474 -3.71809 -4.52330
H -4.02019 -2.77839 -5.48347
H -3.16293 -2.04437 -4.04776
C 1.21094 6.16374 2.64517
O 1.83937 5.26715 3.49949
C 1.25749 3.97682 3.37424
C 1.99840 3.09196 4.33075
N 3.38968 3.43070 4.69517
C 4.38669 3.01075 3.65338
C 5.82049 3.52172 4.01349
O 5.85668 4.92963 4.13265
C 5.89692 5.69931 2.96437
H 1.43223 5.99410 1.59144
H 1.51454 7.20290 2.77197
H 0.14714 6.25014 2.86652
H 1.28194 3.71791 2.31572
H 0.20276 3.96465 3.64903
H 1.91729 2.08830 3.91339
H 1.49990 3.06021 5.29956
H 3.40151 4.43933 4.64409
H 4.06407 3.48771 2.72790
H 4.41692 1.97587 3.31250
H 6.62002 3.17887 3.35675
H 6.10375 3.01946 4.93849
H 6.35125 5.06860 2.20026
H 6.45905 6.63070 3.03236
H 4.93533 5.99419 2.54425
C 3.75207 -0.12327 -5.76187
O 3.92109 -1.43814 -5.09216
C 4.80437 -2.32434 -5.82969
C 5.52558 -3.38583 -4.92294
N 5.00630 -4.72254 -4.94038
C 3.73501 -4.73689 -4.23042
C 3.54804 -6.07099 -3.67831
O 4.52979 -6.34995 -2.67383
C 4.86153 -7.74497 -2.43778
H 3.06491 0.44435 -5.13440
H 3.20114 -0.37338 -6.66853
H 4.67541 0.39616 -6.01822
H 5.48987 -1.68918 -6.39070
H 4.10413 -2.81452 -6.50607
H 5.64870 -2.97275 -3.92178
H 6.53387 -3.57797 -5.28968
H 5.58533 -5.29262 -4.34052
H 3.03866 -4.71042 -5.06857
H 3.40013 -3.91179 -3.60179
H 3.52934 -6.70950 -4.56152
H 2.54858 -6.03164 -3.24515
H 5.89524 -7.90533 -2.13145
H 4.78558 -8.35636 -3.33696
H 4.13437 -8.09185 -1.70360
C 4.35162 0.41763 -1.27889
O 4.67719 -0.83071 -0.57798
C 4.21792 -2.01697 -1.28754
C 4.61423 -3.23855 -0.53066
N 4.34753 -3.07779 0.92802
C 5.02057 -3.89546 1.82363
C 4.72052 -3.46936 3.24832
O 5.03613 -2.07868 3.35412
C 4.65772 -1.41709 4.57834
H 3.29833 0.68869 -1.35111
H 4.86252 0.38723 -2.24126
H 4.65951 1.31408 -0.74067
H 4.69636 -2.09666 -2.26367
H 3.14078 -2.02645 -1.45423
H 5.67266 -3.21194 -0.78971
H 4.13369 -4.11173 -0.97196
H 4.54304 -2.16638 1.31689
H 6.06962 -3.71197 1.59143
H 4.84541 -4.97090 1.79453
H 5.25022 -4.13562 3.92922
H 3.64587 -3.60469 3.37048
H 5.35174 -1.82093 5.31547
H 3.62945 -1.49207 4.93206
H 4.99199 -0.38029 4.54077
C -2.03080 4.07310 -0.01283
O -2.67606 3.05391 0.64590
H -1.53735 4.70570 0.72502
H -1.31704 3.77102 -0.77924
H -2.85508 4.62107 -0.46934
H -3.43914 3.30372 1.17211
C -6.06482 0.48870 -1.79367
O -6.28206 1.42029 -2.91634
H -5.05951 0.44251 -1.37494
H -6.60433 0.85192 -0.91897
H -6.42430 -0.49266 -2.10320
H -7.08512 1.91410 -2.73507
C -5.22573 1.30173 7.77750
O -6.41286 1.97802 7.53159
H -5.51582 0.36282 8.24910
H -4.73495 1.00424 6.85082
H -4.56659 1.84301 8.45620
H -6.81448 2.27083 8.35291
C -2.93780 -3.38715 3.12759
O -3.22206 -2.22936 3.96701
H -2.24554 -4.01387 3.68979
H -3.86638 -3.82357 2.75965
H -2.42248 -3.00058 2.24832
H -2.39848 -1.73729 4.00144
C -5.31859 -2.24772 6.27027
O -6.18933 -1.91098 7.18328
H -4.67890 -1.48880 5.81977
H -4.62496 -2.89691 6.80462
H -5.67248 -2.84711 5.43147
H -6.65844 -1.23472 6.68911

Computed properties:
* highest occupied orbital energy (spin up / spin down): -9.66 / -9.66 eV
* charge: +1
* E_LUMO (spin up / spin down): -2.240 / -7.523 eV
* expectation value of S²: 0.75
* orbital gap (spin up / spin down): 7.4 / 2.1 eV
* multiplicity: 2
* molecular weight: 959.356 g mol⁻¹